Density functional theory data (the ωB97M-V functional and the def2-TZVPD basis) for a cluster of 6 separate species, C16H46N2O6 in total at a distorted geometry.

The calculation puts the HOMO-LUMO gap at 0.3574 hartree. The calculation puts the LUMO energy at 0.0149 Ha. The total energy comes out at -1198.03898 hartree. The calculation puts the relative energy (zero: lowest compared OMol25 entry of this formula, charge and spin) at 15.6 kcal/mol. Its spin multiplicity is 1. The value obtained for the HOMO energy is -9.32 eV.

The geometry in XYZ format:
```
70
Properties=species:S:1:pos:R:3:mulliken_charge:R:1
C -2.082 17.851 -14.430 -1.331
C -1.805 17.457 -15.875 0.572
C -2.377 18.350 -16.967 -0.698
O -3.711 18.669 -16.619 -0.314
C -4.082 19.940 -17.123 -0.550
N -0.350 17.352 -16.100 -0.777
H -1.706 18.869 -14.279 0.269
H -1.618 17.166 -13.723 0.399
H -3.142 17.892 -14.162 0.292
H -2.240 16.476 -16.099 0.235
H -2.329 17.848 -17.935 0.285
H -1.736 19.242 -17.020 0.350
H -3.498 20.690 -16.568 0.123
H -5.113 20.195 -16.893 0.235
H -3.839 20.100 -18.177 0.344
H 0.030 16.654 -15.456 0.287
H 0.111 18.156 -15.663 0.289
C -1.179 27.142 -14.402 -1.576
C -0.728 26.980 -12.985 0.597
C -1.141 25.600 -12.466 -0.499
O -0.734 25.488 -11.106 -0.431
C -1.224 24.344 -10.442 -0.417
N 0.730 27.146 -12.846 -0.775
H -1.161 26.295 -15.096 0.361
H -0.586 27.879 -14.958 0.451
H -2.206 27.512 -14.436 0.349
H -1.149 27.726 -12.307 0.290
H -0.610 24.858 -13.079 0.200
H -2.217 25.395 -12.438 0.305
H -0.537 24.061 -9.644 0.359
H -1.271 23.492 -11.127 0.020
H -2.204 24.593 -10.017 0.242
H 1.153 26.651 -12.070 0.276
H 1.143 26.704 -13.669 0.257
C -3.081 21.685 -12.707 -0.785
C -3.151 22.717 -13.819 0.081
O -4.414 22.500 -14.457 -0.439
H -3.861 21.864 -11.974 0.080
H -2.076 21.684 -12.279 0.373
H -3.199 20.670 -13.094 0.136
H -2.328 22.783 -14.528 0.302
H -3.218 23.688 -13.322 -0.014
H -4.809 23.360 -14.660 0.212
C -6.019 19.072 -11.277 -0.530
C -7.478 19.259 -10.950 -0.271
O -8.054 18.023 -10.570 -0.518
H -5.874 18.231 -11.959 0.358
H -5.452 18.873 -10.367 0.284
H -5.630 19.924 -11.837 -0.096
H -7.966 19.700 -11.834 0.201
H -7.604 20.044 -10.193 0.276
H -8.812 18.211 -10.008 0.308
C -4.370 21.781 -8.997 -0.435
C -3.916 21.625 -7.553 -0.389
O -4.689 22.422 -6.668 -0.542
H -5.452 21.743 -9.127 0.274
H -3.945 20.981 -9.607 0.169
H -4.063 22.750 -9.401 0.077
H -2.857 21.872 -7.441 0.296
H -4.123 20.586 -7.267 0.239
H -4.184 23.150 -6.306 0.310
C -7.612 23.247 -14.221 -0.953
C -7.331 24.704 -13.961 -0.184
O -6.008 25.004 -14.524 -0.500
H -8.610 22.963 -13.870 0.363
H -6.942 22.566 -13.692 0.128
H -7.514 22.960 -15.267 0.290
H -7.346 25.021 -12.914 0.265
H -8.027 25.360 -14.498 0.349
H -6.066 25.945 -14.718 0.266
```

=====

Density functional theory data (the ωB97M-V functional and the def2-TZVPD basis) for a cluster of 2 separate species, C4H9N in total at a distorted geometry.

The calculation puts the HOMO-LUMO gap at 0.3082 hartree. The calculation puts the LUMO energy at 0.0000 Ha. The total energy comes out at -212.37533 hartree. The calculation puts the relative energy (zero: lowest compared OMol25 entry of this formula, charge and spin) at 110.3 kcal/mol. Its spin multiplicity is 1. The value obtained for the HOMO energy is -8.39 eV.

The geometry in XYZ format:
```
14
Properties=species:S:1:pos:R:3:mulliken_charge:R:1
C 0.816 -0.556 -1.818 -1.170
C 0.439 0.343 -0.632 -0.274
C 0.075 -0.429 0.635 -0.571
C -1.314 0.457 2.347 -0.399
N -0.264 0.617 1.590 -0.276
H 0.980 0.038 -2.719 0.337
H 1.683 -1.144 -1.515 0.311
H -0.033 -1.182 -2.095 0.320
H -0.471 0.886 -0.905 0.273
H 1.219 1.083 -0.415 0.326
H 0.935 -0.935 1.116 0.340
H -0.797 -1.061 0.351 0.362
H -1.394 1.201 3.139 0.212
H -1.874 0.681 0.921 0.208
```

=====

Density functional theory data (the ωB97M-V functional and the def2-TZVPD basis) for a structure of composition C12H17N3O2PdS at a distorted geometry.

The calculation puts the HOMO-LUMO gap (alpha / beta) at 0.2262 / 0.2262 hartree. The calculation puts the LUMO energy (alpha / beta) at -0.0500 / -0.0500 Ha. The total energy comes out at -1308.23473 hartree. The calculation puts the relative energy (zero: lowest compared OMol25 entry of this formula, charge and spin) at 33.6 kcal/mol. Its spin multiplicity is 1. The value obtained for the HOMO energy (alpha / beta) is -7.52 / -7.52 eV.

The geometry in XYZ format:
```
36
Properties=species:S:1:pos:R:3:mulliken_charge:R:1
Pd 1.115 -0.838 -0.697 0.322
N 4.447 -1.444 2.084 -0.415
C 3.287 -1.348 1.381 0.702
S 3.464 -1.125 -0.338 -0.366
N 2.183 -1.378 2.049 -1.042
N 1.026 -1.339 1.342 0.368
C -0.073 -1.204 1.999 -0.115
C -1.409 -1.224 1.491 0.484
C -2.441 -1.098 2.445 -0.687
C -3.767 -1.114 2.104 -0.600
C -4.112 -1.257 0.752 -0.498
C -3.141 -1.368 -0.207 -0.309
C -1.753 -1.362 0.107 0.581
O -0.905 -1.501 -0.853 -0.899
H 5.307 -1.559 1.584 0.186
H 4.404 -1.708 3.051 0.236
H 0.040 -1.102 3.076 0.393
H -2.156 -0.994 3.487 0.314
H -4.533 -1.014 2.860 0.404
H -5.157 -1.285 0.469 0.377
H -3.394 -1.465 -1.256 0.430
C 2.082 1.032 -3.036 -0.981
C 1.943 1.912 -1.793 -0.414
O 0.773 1.615 -1.035 -0.306
C -0.438 2.041 -1.665 -0.290
C -1.511 2.158 -0.602 -1.038
H 3.126 0.949 -3.335 0.332
H 1.499 1.415 -3.872 0.344
H 1.726 0.011 -2.810 0.249
H 1.918 2.967 -2.080 0.416
H 2.774 1.744 -1.111 0.341
H -0.737 1.325 -2.438 0.253
H -0.260 3.013 -2.139 0.477
H -1.556 1.238 -0.025 0.073
H -2.483 2.325 -1.064 0.357
H -1.287 2.982 0.074 0.322
```

=====

Density functional theory data (the ωB97M-V functional and the def2-TZVPD basis) for the molecule C4H6N2.

The calculation puts the HOMO-LUMO gap at 0.3363 hartree. The calculation puts the LUMO energy at 0.0401 Ha. The total energy comes out at -265.52175 hartree. The calculation puts the relative energy (zero: lowest compared OMol25 entry of this formula, charge and spin) at 8.7 kcal/mol. Its spin multiplicity is 1. The value obtained for the HOMO energy is -8.06 eV.

The geometry in XYZ format:
```
12
Properties=species:S:1:pos:R:3:mulliken_charge:R:1
N -1.084 1.452 -0.991 -0.553
C -0.255 0.549 -0.276 0.076
C 0.808 -0.213 -0.701 -0.455
C 1.073 -1.192 0.292 -0.464
C 0.190 -0.976 1.318 -0.467
N -0.614 0.077 0.974 -0.008
H -0.690 2.370 -1.164 0.252
H -1.316 1.043 -1.891 0.262
H 1.329 -0.091 -1.642 0.392
H 1.801 -1.988 0.238 0.387
H 0.076 -1.495 2.261 0.371
H -1.320 0.463 1.583 0.207
```

=====

Density functional theory data (the ωB97M-V functional and the def2-TZVPD basis) for a structure of composition C9H23AlNOS.

The calculation puts the HOMO-LUMO gap at 0.2554 hartree. Its total charge is -1. The calculation puts the LUMO energy at 0.0975 Ha. The total energy comes out at -1127.36211 hartree. Its spin multiplicity is 1. The value obtained for the HOMO energy is -4.30 eV.

The geometry in XYZ format:
```
36
Properties=species:S:1:pos:R:3:mulliken_charge:R:1
C -2.125 -2.682 0.613 -1.073
C -1.259 -2.917 -0.634 -0.469
C 0.170 -2.362 -0.512 0.006
Al 1.215 -2.584 1.210 0.340
C 3.065 -1.796 0.834 -0.805
S 3.747 -0.264 1.543 -0.239
C 2.278 0.657 2.079 -0.777
C 1.275 0.957 0.964 -0.513
H -2.058 -3.510 1.323 0.249
H -3.182 -2.523 0.376 0.354
H -1.764 -1.807 1.161 0.235
H -1.184 -3.993 -0.821 0.257
H -1.786 -2.508 -1.507 0.279
H 0.811 -2.868 -1.248 0.407
H 0.179 -1.306 -0.812 -0.417
H 0.488 -1.898 2.514 -0.352
H 1.409 -4.201 1.472 -0.393
H 3.167 -1.731 -0.255 0.295
H 3.776 -2.562 1.159 0.400
H 1.789 0.077 2.862 0.341
H 2.675 1.568 2.534 0.356
H 1.054 2.022 0.861 0.253
H 0.344 0.413 1.135 0.005
H 1.669 0.620 0.005 0.238
C -0.584 1.616 -1.666 -1.371
C -0.237 3.086 -1.611 0.718
O 0.899 3.487 -1.789 -0.647
N -1.249 3.967 -1.346 -0.170
C -2.633 3.665 -1.080 -0.816
H 0.328 1.072 -1.887 0.262
H -0.974 1.261 -0.711 0.387
H -1.332 1.407 -2.433 0.582
H -0.946 4.927 -1.308 0.230
H -3.301 4.134 -1.807 0.274
H -2.935 3.985 -0.080 0.269
H -2.789 2.592 -1.137 0.308
```